# 1
10 unconnected molecules or ions with the total composition C40H56F4O14S2 at a distorted geometry, computed with wB97M-V/def2-TZVPD.

Output
- Gap between HOMO and LUMO: 8.83 eV
- E_HOMO: -8.90 eV

ORCA input file:
```
! RIJCOSX wB97M-V def2-TZVPD def2/J DEFGRID3
* xyz 0 1
F -17.100 -24.180 22.222
C -18.407 -23.795 22.311
C -19.232 -23.573 21.223
C -20.571 -23.379 21.407
C -21.031 -23.213 22.726
C -20.174 -23.246 23.794
C -18.830 -23.539 23.599
H -18.897 -23.801 20.222
H -21.348 -23.447 20.660
H -22.091 -23.064 22.873
H -20.552 -23.017 24.779
H -18.161 -23.567 24.447
F -9.854 -25.448 36.904
C -10.146 -26.088 35.734
C -9.972 -25.520 34.494
C -10.257 -26.196 33.303
C -10.767 -27.516 33.403
C -10.875 -28.105 34.694
C -10.637 -27.382 35.821
H -9.621 -24.507 34.366
H -10.166 -25.747 32.325
H -10.892 -28.090 32.497
H -11.017 -29.158 34.884
H -10.753 -27.906 36.758
F -9.472 -27.662 18.729
C -10.667 -27.624 19.318
C -11.479 -28.752 19.384
C -12.687 -28.712 20.061
C -13.010 -27.586 20.780
C -12.122 -26.461 20.854
C -11.018 -26.435 19.991
H -11.274 -29.700 18.908
H -13.362 -29.519 19.815
H -14.000 -27.481 21.199
H -12.461 -25.617 21.437
H -10.280 -25.661 20.142
F -16.907 -20.747 28.314
C -15.862 -20.739 29.184
C -15.116 -19.572 29.377
C -13.976 -19.644 30.134
C -13.629 -20.860 30.798
C -14.383 -21.994 30.635
C -15.487 -21.916 29.805
H -15.305 -18.700 28.769
H -13.392 -18.778 30.409
H -12.761 -20.899 31.440
H -14.078 -22.952 31.031
H -15.909 -22.870 29.523
C -7.999 -17.120 26.767
S -6.724 -16.080 25.910
O -7.444 -15.283 24.785
C -6.517 -14.899 27.319
H -8.625 -16.470 27.379
H -7.477 -17.821 27.418
H -8.575 -17.652 26.009
H -5.767 -14.209 26.933
H -6.290 -15.330 28.294
H -7.430 -14.306 27.369
C -11.492 -22.535 26.775
S -12.416 -23.130 25.341
O -13.875 -23.115 25.744
C -12.170 -21.739 24.164
H -11.670 -21.488 27.020
H -10.407 -22.560 26.675
H -11.676 -23.166 27.644
H -11.120 -21.448 24.190
H -12.758 -20.947 24.628
H -12.460 -21.842 23.119
C -16.781 -33.018 24.707
O -16.361 -31.676 24.307
C -15.480 -30.932 25.035
O -14.674 -31.382 25.880
O -15.599 -29.653 24.714
C -15.128 -28.584 25.545
H -16.098 -33.824 24.435
H -17.784 -33.278 24.370
H -16.858 -33.162 25.784
H -14.350 -27.992 25.062
H -14.833 -28.921 26.538
H -15.964 -27.915 25.749
C -6.896 -22.468 28.948
O -7.662 -21.613 29.735
C -7.477 -21.532 31.079
O -6.892 -22.404 31.724
O -8.140 -20.473 31.545
C -8.153 -20.266 32.974
H -7.161 -23.504 29.161
H -5.835 -22.387 29.183
H -7.065 -22.353 27.877
H -7.152 -20.062 33.355
H -8.618 -21.103 33.494
H -8.722 -19.357 33.169
C -16.386 -18.477 23.336
O -15.401 -17.706 24.109
C -14.646 -16.909 23.427
O -14.826 -16.462 22.329
O -13.646 -16.560 24.204
C -12.810 -15.420 23.815
H -17.029 -18.994 24.048
H -15.853 -19.233 22.758
H -16.989 -17.936 22.607
H -11.864 -15.488 24.354
H -13.385 -14.521 24.038
H -12.363 -15.435 22.821
C -9.244 -17.768 20.113
O -9.709 -18.473 18.930
C -9.991 -19.783 19.025
O -9.837 -20.489 20.022
O -10.432 -20.252 17.811
C -10.761 -21.620 17.629
H -9.179 -16.732 19.781
H -8.211 -17.998 20.374
H -9.846 -17.747 21.022
H -9.879 -22.262 17.627
H -11.123 -21.678 16.602
H -11.462 -22.096 18.314
*
```



# 2
A molecular structure, C23H19ClN6O4PbS2Se at a distorted geometry, computed with wB97M-V/def2-TZVPD.

Output
- Gap between HOMO and LUMO: 6.54 eV
- E_HOMO: -7.70 eV

ORCA input file:
```
! RIJCOSX wB97M-V def2-TZVPD def2/J DEFGRID3
* xyz 0 1
Pb 8.287 10.298 11.173
N 9.885 14.169 13.693
C 9.269 12.959 13.675
S 7.526 12.851 13.371
N 9.958 11.862 13.890
N 9.352 10.715 13.473
C 9.555 9.621 14.222
C 10.565 9.575 15.310
C 10.319 8.978 16.538
C 11.276 9.016 17.545
C 12.494 9.709 17.287
C 12.723 10.227 16.004
C 11.796 10.157 15.018
C 8.773 8.401 13.901
C 9.258 7.067 14.140
C 8.513 6.018 13.726
C 7.291 6.232 13.076
C 6.913 7.556 12.833
N 7.686 8.613 13.121
H 9.379 15.012 13.481
H 10.782 14.180 14.201
H 9.341 8.559 16.795
H 11.017 8.737 18.568
H 13.200 9.831 18.097
H 13.649 10.764 15.832
H 11.910 10.551 14.031
H 10.235 6.916 14.595
H 8.779 4.988 13.999
H 6.702 5.353 12.838
H 5.958 7.783 12.328
O 7.141 12.558 10.203
S 8.215 13.561 10.513
O 7.576 14.055 12.195
O 9.487 12.934 10.828
O 8.184 14.787 9.723
Cl 7.984 5.110 8.099
C 7.325 6.730 7.962
C 6.259 7.066 7.081
C 5.820 8.387 7.054
C 6.365 9.264 8.003
N 7.406 8.959 8.819
C 7.909 7.719 8.735
H 5.785 6.304 6.452
H 5.037 8.749 6.373
H 5.970 10.261 8.114
H 8.846 7.547 9.230
Se 10.777 9.052 10.467
C 11.535 9.975 8.996
C 10.826 10.185 7.829
C 11.507 10.674 6.724
N 12.767 11.026 6.725
C 13.444 10.900 7.876
C 12.879 10.323 9.011
H 9.737 10.030 7.892
H 11.026 10.695 5.750
H 14.493 11.321 7.863
H 13.445 10.112 9.941
*
```



# 3
A molecular structure, C25H26N4O5 at a distorted geometry, computed with wB97M-V/def2-TZVPD.

Output
- Gap between HOMO and LUMO: 5.07 eV
- E_HOMO: -7.24 eV

ORCA input file:
```
! RIJCOSX wB97M-V def2-TZVPD def2/J DEFGRID3
* xyz 0 1
C -2.442 -4.996 -0.997
N -2.830 -4.599 0.212
C -4.120 -3.869 0.114
H -4.575 -3.770 1.121
H -4.953 -4.829 -0.479
H -4.328 -3.119 -0.398
C -2.106 -4.008 1.188
C -1.482 -2.552 0.307
C -0.696 -1.809 1.392
N 0.122 -0.748 0.945
C 1.336 -0.571 0.722
O 1.949 -1.694 0.782
C 2.140 0.289 0.136
C 1.734 1.846 0.156
C 0.452 2.419 0.086
C 0.222 3.771 0.462
C -1.051 3.881 0.421
C -1.741 2.766 0.322
C -2.994 2.566 0.072
C -3.495 1.253 -0.236
C -4.855 0.885 -0.582
C -5.925 1.887 0.017
C -5.445 3.145 0.413
C -4.168 3.415 0.664
H -3.833 4.505 0.634
H -6.117 3.764 0.627
H -6.830 1.327 -0.263
N -5.139 -0.219 -1.078
O -4.359 -1.204 -1.198
O -6.323 -0.648 -1.155
H -2.705 0.600 -0.704
O -0.790 1.820 0.022
H -1.536 5.036 0.472
H 1.055 4.400 0.379
H 2.481 2.389 -0.096
N 3.490 0.330 0.098
C 4.559 0.886 -0.453
O 4.486 2.088 -0.276
C 5.789 0.153 -0.316
C 6.693 0.716 -1.080
C 8.102 -0.144 -1.106
C 8.114 -1.128 -0.265
C 7.173 -1.712 0.383
C 6.002 -1.164 0.468
H 5.205 -1.332 1.063
H 7.613 -2.609 0.947
H 9.283 -1.823 -0.528
H 8.920 0.159 -1.891
H 6.638 1.570 -1.857
H 3.447 -0.804 0.296
H -0.410 0.175 0.664
H -1.271 -1.437 2.239
H 0.290 -2.454 1.808
H -2.217 -2.031 0.177
H -0.700 -2.867 -0.305
H -2.450 -3.565 2.191
H -1.205 -4.624 1.142
H -1.592 -5.448 -0.913
H -2.389 -4.065 -1.770
H -3.030 -5.749 -1.205
*
```



Question: Among the records above, which one has the highest E_HOMO?
Answer: C25H26N4O5



Question: Which of these has the lowest E_HOMO?
Answer: C40H56F4O14S2



Question: gap between HOMO and LUMO of number 1 (C40H56F4O14S2)?
Answer: 8.83 eV